# C2H7Cl2NSi

2 unconnected molecules or ions with the total composition C2H7Cl2NSi in a non-equilibrium geometry (ωB97M-V with the def2-TZVPD basis set, the OMol25 dataset).

Properties
- Gap between HOMO and LUMO: 0.150 Eh
- LUMO: -2.70 eV
- DFT total energy: -36597.6605 eV

Geometry (Å):
C (-1.4057, 0.5539, -0.1616)
C (1.0109, -0.0105, 0.0599)
N (-0.3257, -0.4508, 0.0008)
Si (-0.7802, -2.0966, 0.1895)
Cl (-2.6907, -2.3834, -0.1101)
Cl (3.9765, -1.9540, -0.0541)
H (-0.9716, 1.6476, -0.3798)
H (-2.2163, 0.2637, -0.9284)
H (-1.8396, 0.4595, 0.8521)
H (1.3754, 0.5896, -0.9108)
H (0.9812, 0.7918, 0.9550)
H (1.7360, -0.7453, 0.2126)
H (0.3440, -2.6041, 0.9152)

Cartesian forces, eV/Å:
C -0.1 1.2 -0.2
C 0.7 5.3 0.1
N -2.6 -2.8 -1.4
Si 2.0 3.7 -0.4
Cl -0.6 -0.7 0.1
Cl -0.7 0.1 0.0
H -1.0 -2.7 0.5
H 1.6 0.5 1.0
H -0.5 1.2 -0.6
H -1.1 -1.3 2.0
H 0.7 -1.7 -1.9
H 1.3 -1.5 0.5
H 0.2 -1.3 0.2